Record 1
ORCA calculation (ωB97M-V/def2-TZVPD) on an isolated molecule of C18H25N3O3.

Results
Relative energy (zero: lowest compared OMol25 entry of this formula, charge and spin) ... 428.1 kJ/mol
HOMO energy ... -7.7 eV
Lowest unoccupied orbital energy ... 0.731 eV
Net charge ... 0
Kohn-Sham gap ... 8.4 eV

Each line ends with the Mulliken charge.
Positions of all 49 atoms, in Å:
1 H -3.69 -0.61 1.59  0.36
2 H 9.92 0.36 0.17  0.28
3 O 4.04 1.40 -0.49  -0.41
4 C -5.77 0.14 -0.90  -0.78
5 C 7.87 0.11 0.53  -0.17
6 H -2.46 -0.02 -0.73  0.37
7 C 2.14 -0.10 -0.30  -0.37
8 H 8.00 -0.52 1.40  0.28
9 H 2.44 2.68 -0.14  0.36
10 C -5.97 1.62 -0.58  -0.67
11 N -1.95 -0.87 -0.55  0.32
12 H -5.14 2.19 -1.00  0.28
13 C -4.61 -0.21 1.16  -0.66
14 H 6.05 1.17 0.84  0.30
15 C 3.83 -2.13 0.45  -0.66
16 H -3.90 1.82 1.21  0.30
17 H 4.53 -2.91 0.75  0.44
18 O 5.72 -0.81 0.34  -0.38
19 H -5.45 -0.79 1.57  0.35
20 H 2.10 -3.37 0.56  0.39
21 H -6.64 -0.44 -0.54  0.33
22 C 6.44 0.40 0.17  -0.24
23 H -6.90 1.96 -1.05  0.36
24 H -5.69 0.00 -1.98  0.42
25 H -6.13 2.89 1.16  0.32
26 O -2.32 -3.10 -0.14  -0.64
27 H 6.37 0.76 -0.86  0.28
28 C 4.37 -0.87 0.18  0.17
29 C 2.49 -2.39 0.35  -0.82
30 H -4.80 -2.45 -0.18  0.34
31 H -0.12 -2.65 0.06  0.53
32 N -0.61 -0.68 -0.43  -0.93
33 H 3.82 3.29 -1.09  0.25
34 H 1.45 0.66 -0.59  0.65
35 H 8.80 1.19 -1.01  0.25
36 C -6.03 1.83 0.93  -0.68
37 C -2.71 -1.99 -0.41  0.62
38 C 8.91 0.57 -0.14  -0.81
39 C 1.62 -1.37 -0.02  0.31
40 C -4.77 1.26 1.56  -0.72
41 C 3.50 0.16 -0.21  1.09
42 C 3.18 2.43 -0.91  -0.98
43 C 0.20 -1.62 -0.13  -0.76
44 H -6.91 1.32 1.33  0.33
45 H 2.66 2.16 -1.84  0.36
46 N -4.54 -0.33 -0.29  0.13
47 C -4.19 -1.68 -0.68  -0.83
48 H -4.34 -1.79 -1.76  0.41
49 H -4.81 1.34 2.65  0.34

Record 2
ORCA calculation (ωB97M-V/def2-TZVPD) on an isolated molecule of C18H25N3O5S.

Results
Relative energy (zero: lowest compared OMol25 entry of this formula, charge and spin) ... 136.7 kJ/mol
HOMO energy ... -8.7 eV
Lowest unoccupied orbital energy ... 0.502 eV
Net charge ... 0
Kohn-Sham gap ... 9.2 eV

Each line ends with the Mulliken charge.
Positions of all 52 atoms, in Å:
1 N -2.72 1.98 -0.15  -0.03
2 C -2.51 -3.65 -0.94  -0.30
3 H 2.12 0.78 2.86  0.39
4 H 1.98 -1.40 1.46  0.32
5 H -4.73 0.92 1.32  0.36
6 H -3.69 -0.25 2.19  0.48
7 C -2.61 1.29 1.12  -0.29
8 H -2.90 1.72 -2.17  0.50
9 S -1.66 3.27 -0.33  1.28
10 C 0.58 2.26 0.87  -0.68
11 N 3.43 0.29 -0.09  0.20
12 H -4.91 0.75 -1.07  0.37
13 C 3.55 0.07 1.36  -0.20
14 H 3.56 -2.10 1.17  0.38
15 H 3.15 -1.50 2.78  0.38
16 H -0.67 -3.09 0.03  0.26
17 O 4.09 0.01 -2.23  -0.62
18 H 3.24 2.03 2.30  0.31
19 C 5.61 -0.72 -0.54  -1.34
20 C -2.79 1.09 -1.29  -0.26
21 H -0.63 -2.95 -1.74  0.28
22 C 2.26 1.01 -0.34  0.14
23 O -1.78 4.08 0.84  -0.73
24 C 3.03 -1.32 1.72  -1.38
25 H -0.55 -4.54 -0.97  0.41
26 C -0.05 2.48 -0.35  -0.09
27 H -2.60 2.06 1.90  0.51
28 H 6.20 -1.02 -1.40  0.36
29 C 0.45 1.99 -1.53  -0.37
30 H -0.07 2.22 -2.45  0.57
31 C -0.99 -3.55 -0.90  -1.08
32 C 1.75 1.53 0.86  0.93
33 O -2.86 -2.23 1.29  -0.65
34 O -1.93 3.85 -1.61  -0.73
35 H 0.17 2.68 1.77  0.55
36 H -2.85 -4.13 -1.86  0.31
37 H 6.17 0.03 0.03  0.31
38 O -3.12 -2.36 -0.95  -0.39
39 H 5.44 -1.58 0.10  0.30
40 N -3.86 -0.55 0.15  0.09
41 H -1.68 0.70 1.17  0.26
42 C 2.66 1.16 1.99  -1.10
43 C -3.23 -1.75 0.24  0.80
44 C 4.31 -0.12 -1.04  0.91
45 C -3.80 0.35 1.28  -1.29
46 C 1.63 1.25 -1.55  -1.39
47 H -4.05 -0.56 -1.93  0.48
48 H -2.87 -4.21 -0.07  0.34
49 C -3.99 0.16 -1.11  -1.22
50 H 2.04 0.87 -2.47  0.56
51 H -1.88 0.49 -1.38  0.29
52 H 4.59 0.18 1.67  0.50

Record 3
ORCA calculation (ωB97M-V/def2-TZVPD) on an isolated molecule of C18H25N5O2S.

Results
Relative energy (zero: lowest compared OMol25 entry of this formula, charge and spin) ... 0.0 kJ/mol
HOMO energy ... -8.2 eV
Lowest unoccupied orbital energy ... 0.642 eV
Net charge ... 0
Kohn-Sham gap ... 8.9 eV

Each line ends with the Mulliken charge.
Positions of all 51 atoms, in Å:
1 H 1.15 2.86 2.81  0.43
2 H 0.97 -1.45 0.14  -0.10
3 H -3.05 -3.27 -0.90  0.26
4 C -1.01 -2.31 2.85  -1.77
5 C -1.39 -0.60 1.12  0.12
6 H -2.08 -2.45 3.01  0.41
7 N -2.19 1.38 1.37  -0.72
8 H -3.79 -0.48 -1.89  0.22
9 C -0.61 3.38 -0.68  0.36
10 H 1.28 1.55 -1.26  0.55
11 H 4.41 -0.69 -3.36  0.35
12 H 4.37 0.39 1.46  0.39
13 C -1.73 -0.85 -1.40  -1.25
14 H 4.34 -2.11 -2.31  0.36
15 C -2.29 1.06 0.11  0.45
16 C 2.87 0.87 0.00  -0.02
17 C 2.83 1.65 2.26  -0.74
18 H 1.27 -2.71 1.35  0.52
19 H -0.67 -1.54 3.53  0.33
20 H -1.34 -0.13 -2.12  0.37
21 C 2.81 -0.65 -1.94  0.61
22 N -0.11 2.99 0.52  -0.05
23 C 3.45 0.93 1.26  -0.68
24 C -3.11 -1.33 -1.85  -0.30
25 C -0.73 -1.90 1.41  0.83
26 N -1.80 -0.19 -0.12  0.75
27 N 3.47 0.09 -1.01  -0.10
28 H -1.03 -1.67 -1.32  0.47
29 N -1.61 0.34 1.99  -0.41
30 H 3.27 1.67 3.25  0.38
31 H -1.13 -2.66 0.73  0.23
32 H 4.47 -0.04 -0.92  0.29
33 C -3.69 -2.39 -0.92  -1.16
34 H -4.67 -2.70 -1.26  0.42
35 H -0.50 -3.24 3.09  0.44
36 S -2.91 2.10 -1.16  -0.20
37 H -2.38 4.39 -1.40  0.43
38 H 1.19 -1.01 1.84  0.17
39 H 3.16 -1.92 -3.62  0.37
40 C 3.75 -1.39 -2.87  -1.42
41 H -0.72 3.03 1.33  0.42
42 C -2.10 3.66 -0.64  -0.72
43 H -3.78 -2.01 0.09  0.28
44 C 1.65 2.32 2.02  -0.60
45 H -3.01 -1.74 -2.86  0.47
46 O 0.04 3.46 -1.70  -0.63
47 C 1.10 2.31 0.74  0.01
48 H -2.48 3.93 0.34  0.36
49 C 0.77 -1.76 1.17  -0.90
50 C 1.71 1.58 -0.27  0.21
51 O 1.60 -0.74 -2.00  -0.51

Q: net charge of number 3 (C18H25N5O2S)?
A: 0

Copy entry 2 word for word.
ORCA calculation (ωB97M-V/def2-TZVPD) on an isolated molecule of C18H25N3O5S.

Results
Relative energy (zero: lowest compared OMol25 entry of this formula, charge and spin) ... 136.7 kJ/mol
HOMO energy ... -8.7 eV
Lowest unoccupied orbital energy ... 0.502 eV
Net charge ... 0
Kohn-Sham gap ... 9.2 eV

Each line ends with the Mulliken charge.
Positions of all 52 atoms, in Å:
1 N -2.72 1.98 -0.15  -0.03
2 C -2.51 -3.65 -0.94  -0.30
3 H 2.12 0.78 2.86  0.39
4 H 1.98 -1.40 1.46  0.32
5 H -4.73 0.92 1.32  0.36
6 H -3.69 -0.25 2.19  0.48
7 C -2.61 1.29 1.12  -0.29
8 H -2.90 1.72 -2.17  0.50
9 S -1.66 3.27 -0.33  1.28
10 C 0.58 2.26 0.87  -0.68
11 N 3.43 0.29 -0.09  0.20
12 H -4.91 0.75 -1.07  0.37
13 C 3.55 0.07 1.36  -0.20
14 H 3.56 -2.10 1.17  0.38
15 H 3.15 -1.50 2.78  0.38
16 H -0.67 -3.09 0.03  0.26
17 O 4.09 0.01 -2.23  -0.62
18 H 3.24 2.03 2.30  0.31
19 C 5.61 -0.72 -0.54  -1.34
20 C -2.79 1.09 -1.29  -0.26
21 H -0.63 -2.95 -1.74  0.28
22 C 2.26 1.01 -0.34  0.14
23 O -1.78 4.08 0.84  -0.73
24 C 3.03 -1.32 1.72  -1.38
25 H -0.55 -4.54 -0.97  0.41
26 C -0.05 2.48 -0.35  -0.09
27 H -2.60 2.06 1.90  0.51
28 H 6.20 -1.02 -1.40  0.36
29 C 0.45 1.99 -1.53  -0.37
30 H -0.07 2.22 -2.45  0.57
31 C -0.99 -3.55 -0.90  -1.08
32 C 1.75 1.53 0.86  0.93
33 O -2.86 -2.23 1.29  -0.65
34 O -1.93 3.85 -1.61  -0.73
35 H 0.17 2.68 1.77  0.55
36 H -2.85 -4.13 -1.86  0.31
37 H 6.17 0.03 0.03  0.31
38 O -3.12 -2.36 -0.95  -0.39
39 H 5.44 -1.58 0.10  0.30
40 N -3.86 -0.55 0.15  0.09
41 H -1.68 0.70 1.17  0.26
42 C 2.66 1.16 1.99  -1.10
43 C -3.23 -1.75 0.24  0.80
44 C 4.31 -0.12 -1.04  0.91
45 C -3.80 0.35 1.28  -1.29
46 C 1.63 1.25 -1.55  -1.39
47 H -4.05 -0.56 -1.93  0.48
48 H -2.87 -4.21 -0.07  0.34
49 C -3.99 0.16 -1.11  -1.22
50 H 2.04 0.87 -2.47  0.56
51 H -1.88 0.49 -1.38  0.29
52 H 4.59 0.18 1.67  0.50